ORCA calculation (ωB97M-V with the def2-TZVPD basis set) on C8H24N2O4Ti2 as an isolated structure.

CARTESIAN COORDINATES (ANGSTROEM)
Ti -9.43125 -5.05518 14.69288
Ti -11.30444 -6.77815 16.24670
O -8.33321 -4.12072 12.87451
O -13.76696 -2.53001 11.29761
O -9.47792 -7.32039 15.00068
O -11.14487 -4.56971 16.07491
N -11.78415 -4.94556 13.33728
N -7.23263 -4.64544 15.47724
C -5.20596 -5.44611 14.36137
C -12.67535 -3.02474 12.04771
C -9.09281 -4.08214 11.66124
C -12.83058 -4.50217 12.42168
C -13.37483 -1.93822 10.05868
C -7.23257 -5.01567 12.98076
C -6.42834 -4.52021 14.21704
C -14.23200 -4.74597 12.93662
H -14.41241 -4.30105 13.91923
H -11.49769 -3.69449 15.97338
H -11.78618 -5.96605 13.35516
H -14.51013 -5.80037 12.94445
H -6.98498 -5.57250 15.81763
H -12.65496 -1.13262 10.24418
H -12.04957 -4.68879 14.29100
H -6.77925 -4.02881 16.14891
H -5.47735 -6.50357 14.42954
H -12.90098 -2.67562 9.40625
H -6.15258 -3.49692 13.97997
H -4.65559 -5.19786 15.27010
H -11.73359 -2.59812 11.67954
H -8.44093 -3.87897 10.81008
H -7.63468 -6.04000 13.03020
H -9.83657 -3.32111 11.84916
H -12.68703 -5.04242 11.47584
H -9.59470 -5.04121 11.51832
H -6.64125 -5.00043 12.05763
H -14.99068 -4.27146 12.30937
H -12.62400 -2.46718 13.01004
H -4.51337 -5.42207 13.51423
H -14.29693 -1.51187 9.67222
H -8.97962 -7.60770 14.24505

Summary:
HOMO (alpha / beta) (eV): -3.8 / -9.6
Spin multiplicity: 7
Frontier orbital gap (alpha / beta) (eV): 4.1 / 9.8
⟨S²⟩: 12.008
Largest force on an atom (Eh/bohr): 0.0477
Energy (eV): -66080.41242